Entry from the OMol25 dataset: an isolated ion of composition C4H6NO2S and charge -1 (ωB97M-V/def2-TZVPD).

## Properties
Relative energy (zero: lowest compared OMol25 entry of this formula, charge and spin): 1.369 eV
Highest occupied orbital energy: -2.501 eV
Kohn-Sham gap: 5.7 eV
Charge: -1

Last columns: bonded neighbours and bond lengths (Å).
Cartesian coordinates (Å):
1 O -0.75 2.80 -0.97  C2 1.234
2 C -0.26 2.03 -1.80  O1 1.234, N3 1.407, H9 1.114
3 N -0.57 0.66 -1.75  C2 1.407, C4 1.421, H10 1.023
4 C -0.90 -0.15 -0.64  N3 1.421, O5 1.203, C6 1.482
5 O -1.71 -1.00 -0.92  C4 1.203
6 C -0.22 -0.03 0.67  C4 1.482, C7 1.579, H11 1.145, H12 1.101
7 C 1.18 -0.76 0.66  C6 1.579, S8 1.861, H13 1.218, H14 1.150
8 S 1.40 -1.71 2.25  C7 1.861
9 H 0.42 2.53 -2.52  C2 1.114
10 H -0.58 0.12 -2.62  N3 1.023
11 H -0.07 1.07 0.96  C6 1.145
12 H -0.79 -0.40 1.54  C6 1.101
13 H 1.28 -1.49 -0.31  C7 1.218
14 H 2.10 -0.10 0.83  C7 1.150